(1)
DFT (ωB97M-V with the def2-TZVPD basis set) results for a single C6H8 molecule in a non-equilibrium geometry.

Geometry (Å):
C  -0.5644  -0.1616  1.0880
C  -0.2282  -1.0398  -0.1313
C  -0.7611  0.0319  -1.1133
C  -0.1641  1.0797  -0.1426
C  1.2693  0.7069  -0.1452
C  1.2150  -0.6429  0.1467
H  -0.0974  0.1586  2.0256
H  -1.6059  -0.3125  1.4005
H  -0.5121  -2.0951  -0.1874
H  -1.8610  0.0683  -1.1456
H  -0.3430  -0.0028  -2.1305
H  -0.4871  2.1234  -0.0768
H  2.1142  1.3879  -0.0458
H  2.0258  -1.3020  0.4577

- SMILES = C1=C[C@H]2C[C@@H]1C2
- charge = 0
- electronic energy (eV) = -6347.8772
- LUMO level (eV) = 1.188
- Kohn-Sham gap (eV) = 9.2
- HOMO energy (Ha) = -0.2943
- maximum force (eV/Å) = 4.567



(2)
DFT (ωB97M-V with the def2-TZVPD basis set) results for a single C3H4ClF molecule in a non-equilibrium geometry.

Geometry (Å):
C  0.7127  -0.2882  -0.3703
C  -0.1887  0.8125  -0.0847
C  -0.5323  -0.4469  0.6540
H  0.2425  -0.7859  -1.3294
H  0.1900  1.7760  0.4819
H  -0.8670  1.0397  -0.8161
H  -0.3830  -0.7087  1.7023
F  -1.5733  -0.9170  -0.2357
Cl  2.3992  -0.4816  -0.0020

- SMILES = F[C@@H]1C[C@H]1Cl
- charge = 0
- electronic energy (eV) = -18413.2628
- LUMO level (eV) = 1.060
- Kohn-Sham gap (eV) = 10.9
- HOMO energy (Ha) = -0.3633
- maximum force (eV/Å) = 6.229



(3)
DFT (ωB97M-V with the def2-TZVPD basis set) results for a single C18H28N2O2 molecule in a non-equilibrium geometry.

Geometry (Å):
C  1.7199  -0.8604  -2.0175
C  1.0241  -0.5749  -2.9519
N  1.9164  -0.7526  0.2987
O  -0.4384  -3.3164  3.5860
O  0.9623  0.5637  2.3895
C  2.4886  -1.1539  -0.8515
C  2.6231  -0.9568  1.4349
C  3.7149  -1.7934  -0.9241
C  3.8737  -1.5678  1.4750
C  4.3821  -2.0260  0.2592
N  0.8669  -1.0734  4.7175
C  -4.5789  0.5026  -0.3094
C  0.1243  -0.0526  -3.9939
C  -3.0792  0.7673  -0.1981
C  0.0152  1.4618  -3.9864
C  -2.7998  2.2650  -0.5247
C  -0.9114  2.0384  -2.9434
C  -1.3584  2.7371  -0.5081
C  -0.4417  1.8907  -1.4608
C  0.0478  -2.2701  2.7196
C  1.9433  -0.4586  2.6825
C  1.2905  -1.6422  3.4177
H  -1.2915  -3.5971  3.2434
H  0.7573  0.5023  1.4466
H  4.0965  -2.1228  -1.8773
H  4.4134  -1.7293  2.4340
H  5.3225  -2.5808  0.1665
H  0.3612  -1.7651  5.2255
H  0.2980  -0.2339  4.5514
H  -4.8054  -0.5885  -0.2178
H  -5.0324  0.8486  -1.2504
H  -5.1632  0.9966  0.4986
H  0.4638  -0.3921  -4.9526
H  -0.8875  -0.5074  -3.8214
H  -2.7659  0.5948  0.8610
H  -2.5220  0.1024  -0.8496
H  -0.4048  1.7759  -4.9580
H  1.0371  1.8984  -3.9299
H  -3.3426  2.8367  0.2280
H  -3.2006  2.5094  -1.4934
H  -1.0332  3.1152  -3.0838
H  -1.8579  1.5380  -3.0822
H  -1.2963  3.8385  -0.7049
H  -0.9764  2.6604  0.5068
H  0.5793  2.2359  -1.3624
H  -0.4168  0.8643  -1.1939
H  -0.6922  -1.5080  2.6460
H  0.3013  -2.6138  1.7271
H  2.6516  0.0165  3.3279
H  2.0213  -2.4229  3.6038

- SMILES = CCCCCCCCC#Cc1cccc([C@@H](O)[C@@H](N)CO)n1
- charge = 0
- electronic energy (eV) = -26193.7978
- LUMO level (eV) = 0.419
- Kohn-Sham gap (eV) = 9.4
- HOMO energy (Ha) = -0.3284
- maximum force (eV/Å) = 2.033



(4)
DFT (ωB97M-V with the def2-TZVPD basis set) results for a molecular structure, C35H33BrHfN6O4S.

Geometry (Å):
Hf  0.2809  -0.0520  -0.4532
O  0.2732  -5.0333  -2.0137
C  -0.9307  -4.5697  -2.4584
C  -1.6423  -5.3773  -3.3367
C  -2.8573  -4.9456  -3.8355
C  -3.3791  -3.7093  -3.4695
C  -2.6646  -2.9007  -2.6057
C  -1.4425  -3.3235  -2.0889
C  -0.6297  -2.4204  -1.2071
O  -1.2331  -1.1789  -0.9367
N  -0.2490  -3.0772  0.0258
N  0.3916  -2.1152  0.8435
C  0.5679  -2.4795  2.0611
C  1.2187  -1.7290  3.1076
Br  1.9157  -0.0453  2.6691
C  1.3441  -2.3045  4.3188
C  1.9710  -1.8264  5.5463
C  1.9090  -0.4944  5.9616
C  2.5128  -0.1132  7.1471
C  3.1893  -1.0512  7.9173
C  3.2346  -2.3810  7.5220
C  2.6070  -2.7732  6.3524
H  0.5101  -4.5813  -1.1906
H  -1.2288  -6.3386  -3.6082
H  -3.4079  -5.5847  -4.5129
H  -4.3320  -3.3817  -3.8600
H  -3.0481  -1.9310  -2.3183
H  0.3443  -2.2247  -1.7268
H  -1.0491  -3.5012  0.4872
H  0.2160  -3.4647  2.3642
H  0.9455  -3.3150  4.3687
H  1.3596  0.2366  5.3853
H  2.4492  0.9147  7.4765
H  3.6638  -0.7488  8.8411
H  3.7435  -3.1137  8.1327
H  2.6198  -3.8158  6.0599
C  -6.5223  4.2026  1.2744
C  -5.1185  3.7371  1.0349
C  -4.7964  2.3805  1.0685
C  -3.5085  1.9405  0.8301
C  -2.5229  2.8841  0.5635
C  -2.8091  4.2508  0.5305
C  -4.1080  4.6609  0.7636
S  -0.9019  2.4138  0.2043
O  -0.0442  3.5358  0.3942
O  -0.5669  1.1687  1.0334
N  -0.7668  1.6505  -1.1736
C  -0.7103  2.1446  -2.4922
C  -1.3287  3.2517  -2.9914
C  -1.1954  3.5592  -4.3697
C  -0.4740  2.7575  -5.2050
C  0.1708  1.5980  -4.6994
C  0.9418  0.7183  -5.4897
C  1.5453  -0.3631  -4.9097
C  1.3836  -0.5738  -3.5317
N  0.6545  0.2124  -2.7609
C  0.0488  1.3016  -3.3349
H  -7.1409  3.4151  1.6993
H  -6.9777  4.5211  0.3349
H  -6.5408  5.0564  1.9511
H  -5.5713  1.6587  1.2915
H  -3.2769  0.8840  0.8577
H  -2.0257  4.9726  0.3524
H  -4.3403  5.7181  0.7514
H  -1.9231  3.8913  -2.3525
H  -1.6839  4.4420  -4.7573
H  -0.3827  2.9883  -6.2578
H  1.0507  0.9098  -6.5498
H  2.1396  -1.0600  -5.4820
H  1.8708  -1.4172  -3.0550
C  5.1665  1.8540  0.8380
N  4.8326  0.9450  -0.2741
C  5.9042  0.4722  -1.1690
C  3.6185  0.5597  -0.4450
N  2.5185  0.2102  -0.5998
H  5.6300  2.7504  0.4304
H  5.8492  1.3505  1.5199
H  4.2539  2.1270  1.3611
H  6.3579  1.3299  -1.6617
H  5.4808  -0.1983  -1.9114
H  6.6457  -0.0616  -0.5776

- charge = +2
- electronic energy (eV) = -136135.2990
- LUMO level (eV) = -5.651
- Kohn-Sham gap (eV) = 7.1
- HOMO energy (Ha) = -0.4682
- maximum force (eV/Å) = 0.695



(5)
DFT (ωB97M-V with the def2-TZVPD basis set) results for a molecular structure, C17H40NP3STi in a non-equilibrium geometry.

Geometry (Å):
Ti  0.7341  -0.0305  -0.5156
P  1.9515  1.1537  1.2210
P  -0.9024  0.1078  2.0710
P  -1.0146  1.8238  -0.5759
H  2.1540  -1.4827  -3.5596
C  1.7666  -0.5357  -3.0925
C  2.2131  -0.2585  -1.7501
H  2.6989  -1.0934  -1.1306
C  3.1760  0.1186  2.1250
C  1.7467  2.3946  2.5691
C  3.0269  2.1890  0.1406
C  -2.4399  -0.9008  1.9552
C  -0.2593  -0.6602  3.6298
C  -1.6720  1.5512  2.9471
C  -0.8444  2.4111  -2.3015
C  -0.7642  3.4088  0.3328
C  -2.8186  1.5920  -0.4333
H  2.0112  0.2874  -3.8085
H  2.6686  0.7578  -1.7527
H  3.6311  -0.6324  1.4619
H  2.7107  -0.3930  2.9797
H  3.9633  0.7890  2.4975
H  1.3245  1.9614  3.4874
H  1.1540  3.2626  2.2629
H  2.7644  2.7510  2.8034
H  3.4400  1.6169  -0.7003
H  3.8913  2.4808  0.7542
H  2.4755  3.0642  -0.2428
H  -3.1910  -0.4611  2.6284
H  -2.2238  -1.9277  2.2910
H  -2.8398  -0.9242  0.9412
H  -0.7954  -0.2182  4.4822
H  0.8100  -0.4898  3.7849
H  -0.4734  -1.7359  3.6259
H  -2.1121  1.1532  3.8718
H  -2.4777  2.0145  2.3715
H  -0.9123  2.2951  3.2170
H  -1.2236  3.4630  -2.3267
H  -1.4401  1.7847  -2.9710
H  0.2121  2.3999  -2.6268
H  -1.3055  4.1993  -0.2240
H  0.3073  3.6823  0.3697
H  -1.1591  3.3618  1.3494
H  -3.3244  2.3333  -1.0883
H  -3.1943  1.7321  0.5963
H  -3.1035  0.5874  -0.7726
C  -0.8101  -2.1352  -2.9596
C  -2.1207  -2.5500  -2.7328
C  -2.3410  -3.8458  -2.3209
C  -1.2585  -4.7079  -2.0789
C  0.0398  -4.2166  -2.1270
C  0.2441  -2.9102  -2.4788
S  -0.6611  -0.8197  -4.1820
H  -0.9063  -1.5686  -5.2286
H  -2.9487  -1.8835  -2.9849
H  -3.3637  -4.1896  -2.0864
H  -1.4352  -5.7739  -1.9467
H  0.9091  -4.8341  -1.8506
H  1.2807  -2.5425  -2.3964
N  0.7690  -2.0188  0.4668
H  1.4520  -2.7171  0.1369
H  -0.1719  -2.4482  0.4155
H  0.9822  -1.8225  1.4593

- 2S+1 = 2
- charge = +3
- electronic energy (eV) = -81555.5187
- LUMO level (alpha / beta) (eV) = -11.405 / -11.274
- Kohn-Sham gap (alpha / beta) (eV) = 6.5 / 6.6
- HOMO energy (alpha / beta) (Ha) = -0.6571 / -0.6577
- expectation value of S² = 0.758
- maximum force (eV/Å) = 5.357



(6)
DFT (ωB97M-V with the def2-TZVPD basis set) results for a single C2H6N2O molecule in a non-equilibrium geometry.

Geometry (Å):
C  1.3162  0.4737  -0.0189
C  -1.1840  -0.2433  -0.6027
H  1.0369  1.3647  -0.7773
H  2.5714  0.3153  -0.0076
H  1.1407  0.7389  1.1324
H  -0.2156  -0.6976  1.0255
H  -0.9581  -0.0424  -1.6401
H  -2.1385  -0.0225  1.0466
N  -0.3082  -1.1631  0.0711
N  -2.2877  0.1325  0.0347
O  1.0271  -0.8562  -0.2638

- SMILES = [H]/N=C\NOC
- charge = 0
- electronic energy (eV) = -7194.8268
- LUMO level (eV) = 0.814
- Kohn-Sham gap (eV) = 11.2
- HOMO energy (Ha) = -0.3799
- maximum force (eV/Å) = 5.397



(7)
DFT (ωB97M-V with the def2-TZVPD basis set) results for a molecular structure, C41H42N2O4P2PtS2Te in a non-equilibrium geometry.

Geometry (Å):
Pt  1.2621  0.1121  -0.8321
O  3.9891  -0.5138  -0.5130
C  3.2572  0.3177  -0.9740
C  3.7637  1.5338  -1.6837
C  5.0633  1.5972  -2.1715
C  5.4940  2.7371  -2.8243
C  4.6510  3.8304  -2.9564
C  3.3622  3.7903  -2.4455
C  2.9105  2.6312  -1.8331
P  1.2847  2.3405  -1.0780
C  1.4157  3.3297  0.4435
C  1.0508  4.6696  0.5113
C  1.2557  5.3732  1.6828
C  1.8019  4.7419  2.7892
C  2.1599  3.4052  2.7254
C  1.9804  2.7020  1.5487
C  0.0333  3.1783  -2.0751
C  -1.1872  3.3957  -1.4371
C  -2.2409  3.9554  -2.1315
C  -2.0841  4.2842  -3.4689
C  -0.8769  4.0584  -4.1113
C  0.1843  3.4991  -3.4205
H  5.7149  0.7486  -2.0337
H  6.5007  2.7783  -3.2117
H  5.0069  4.7155  -3.4651
H  2.7092  4.6479  -2.5254
H  0.6022  5.1510  -0.3449
H  0.9865  6.4184  1.7351
H  1.9487  5.2955  3.7045
H  2.5762  2.9113  3.5904
H  2.2596  1.6575  1.4811
H  -1.2822  3.1178  -0.3956
H  -3.1806  4.1298  -1.6310
H  -2.9091  4.7183  -4.0122
H  -0.7668  4.3147  -5.1558
H  1.1255  3.3138  -3.9220
S  -1.2386  -0.2199  -0.6717
C  -1.6545  -0.3713  0.9913
N  -2.9815  -0.2270  1.3170
C  -3.3809  -0.2547  2.7012
C  -2.4976  -1.2219  3.4799
N  -1.1321  -0.8141  3.2906
C  -0.2427  -0.8747  4.4218
C  0.0192  -2.2785  4.9041
C  0.6189  -3.2052  4.0594
C  0.8639  -4.4936  4.4984
C  0.5111  -4.8678  5.7853
C  -0.0785  -3.9475  6.6344
C  -0.3287  -2.6611  6.1917
C  -0.7066  -0.5773  2.0064
S  0.9851  -0.5768  1.7226
C  -4.0624  -0.3485  0.3599
C  -4.6718  -1.7292  0.4172
C  -3.8984  -2.8162  0.0254
C  -4.3897  -4.1040  0.1140
C  -5.6662  -4.3241  0.6077
C  -6.4431  -3.2510  1.0088
C  -5.9463  -1.9600  0.9216
H  -4.4264  -0.5579  2.7551
H  -3.2783  0.7478  3.1358
H  -2.6584  -2.2446  3.1148
H  -2.7466  -1.1891  4.5426
H  -0.6767  -0.2829  5.2392
H  0.7021  -0.4191  4.1141
H  0.8986  -2.9050  3.0619
H  1.3270  -5.2110  3.8378
H  0.6929  -5.8758  6.1294
H  -0.3537  -4.2327  7.6395
H  -0.7939  -1.9450  6.8552
H  -3.6586  -0.1495  -0.6356
H  -4.8108  0.4175  0.5957
H  -2.9070  -2.6475  -0.3663
H  -3.7696  -4.9317  -0.1955
H  -6.0570  -5.3296  0.6706
H  -7.4345  -3.4200  1.4054
H  -6.5661  -1.1293  1.2328
C  -0.1659  0.3210  -5.0540
C  0.1870  -1.0627  -4.5470
O  0.6834  -0.9710  -3.2225
P  1.0082  -2.3916  -2.4638
O  1.5175  -2.0186  -1.1153
Te  -0.7538  -3.9322  -2.5701
O  2.1941  -2.9784  -3.4086
C  3.4517  -2.3137  -3.4061
C  4.3889  -2.9345  -2.3869
H  -0.5197  0.2448  -6.0784
H  0.7127  0.9597  -5.0229
H  -0.9434  0.7613  -4.4351
H  0.9504  -1.5267  -5.1850
H  -0.7024  -1.7058  -4.5537
H  3.3102  -1.2444  -3.1953
H  3.8579  -2.4154  -4.4198
H  3.9678  -2.8261  -1.3910
H  5.3523  -2.4330  -2.4159
H  4.5221  -3.9915  -2.6052

- charge = 0
- electronic energy (eV) = -105160.2928
- LUMO level (eV) = -1.731
- Kohn-Sham gap (eV) = 4.7
- HOMO energy (Ha) = -0.2371
- maximum force (eV/Å) = 5.441



(8)
DFT (ωB97M-V with the def2-TZVPD basis set) results for a single C4H4N2O2 molecule in a non-equilibrium geometry.

Geometry (Å):
C  0.5032  -0.8936  -0.5814
C  -0.5323  -0.1089  0.2282
C  -0.6322  1.3453  -0.1934
C  -1.8339  -0.7926  0.1748
H  2.9279  0.4211  0.5723
H  0.2868  -1.7824  -1.2773
H  -0.2130  -0.2486  1.2466
H  0.2854  1.8664  -0.2925
N  1.7178  -0.7174  -0.3931
N  -2.8214  -1.3673  0.2066
O  1.9958  0.3190  0.5409
O  -1.6841  1.9589  -0.2317

- SMILES = N#C[C@H](C=O)/C=N\O
- charge = 0
- electronic energy (eV) = -11284.9103
- LUMO level (eV) = 0.218
- Kohn-Sham gap (eV) = 10.9
- HOMO energy (Ha) = -0.3921
- maximum force (eV/Å) = 2.838



(9)
DFT (ωB97M-V with the def2-TZVPD basis set) results for a molecular structure, C7H12N3 in a non-equilibrium geometry.

Geometry (Å):
C  -3.1939  -0.4220  -0.0674
C  -1.8172  -0.8446  0.1034
C  -1.1234  0.3833  -0.0138
C  -0.9902  -2.0443  0.2932
C  0.3370  0.4265  -0.0159
C  1.0151  1.1782  -1.1529
C  0.8467  0.6560  1.3757
N  -3.2715  0.8609  -0.1125
N  -2.0722  1.3310  -0.2047
N  0.6333  -1.0770  -0.2987
H  -4.1501  -1.0621  -0.2260
H  -0.9710  -2.2315  1.4912
H  -0.9908  -2.9433  -0.2268
H  1.9654  0.6060  -1.4816
H  1.2838  2.2350  -0.8046
H  0.3812  1.1268  -1.9820
H  0.5155  -0.0594  2.0047
H  0.5766  1.6953  1.8626
H  1.9938  0.5684  1.3261
H  -2.0103  2.3874  -0.0304
H  1.4513  -1.5015  0.2159
H  0.3880  -1.1679  -1.2899

- charge = +1
- electronic energy (eV) = -11914.0974
- LUMO level (eV) = -4.259
- Kohn-Sham gap (eV) = 9.0
- HOMO energy (Ha) = -0.4883
- maximum force (eV/Å) = 5.347



(10)
DFT (ωB97M-V with the def2-TZVPD basis set) results for 2 unconnected molecules or ions with the total composition C4H12 in a non-equilibrium geometry.

Geometry (Å):
C  1.5187  -2.3509  -0.4384
C  1.7657  -1.3201  -1.5208
H  0.8923  -2.0363  0.3943
H  0.9907  -3.2218  -0.8356
H  2.4376  -2.7309  -0.0055
H  1.1764  -0.4070  -1.5081
H  2.8055  -0.9656  -1.5370
H  1.7211  -1.7284  -2.5275
C  -1.3237  1.8318  0.3269
C  -1.9999  1.8300  1.6848
H  -1.2871  2.8279  -0.1159
H  -0.2837  1.5241  0.3558
H  -1.8713  1.2740  -0.4293
H  -1.9020  0.8698  2.2064
H  -3.0622  2.0348  1.5975
H  -1.5781  2.5684  2.3525

- SMILES = CC.CC
- charge = 0
- electronic energy (eV) = -4342.2794
- LUMO level (eV) = 1.108
- Kohn-Sham gap (eV) = 12.7
- HOMO energy (Ha) = -0.4261
- maximum force (eV/Å) = 1.490



Among the records above, which one has the lowest maximum force?
C35H33BrHfN6O4S